No. 1
Here is C4H5CeLiO6 as an isolated structure from the OMol25 dataset. Energies are from ωB97M-V with the def2-TZVPD basis set.

Geometry (Å):
O  1.71152  1.56429  -0.29423
C  2.08719  0.19873  -0.10538
C  1.15975  -0.41717  0.94067
O  -0.17054  0.01719  0.82573
C  -1.01970  -0.61844  -0.24744
O  -0.45573  -0.45066  -1.41971
O  -1.41096  -1.82705  0.14234
H  2.37950  2.01809  -0.81308
H  3.12465  0.13706  0.25687
H  2.00238  -0.33715  -1.05861
H  1.49147  -0.11104  1.94409
H  1.22595  -1.51599  0.87056
O  -3.53689  -0.08189  -0.27288
C  -2.37210  0.44394  -0.23232
O  -2.19768  1.66492  -0.44379
Li  -0.21237  1.44606  -0.86311
Ce  -3.80644  -2.13089  0.77029

Properties
Multiplicity ... 3
Relative energy (zero: lowest compared OMol25 entry of this formula, charge and spin) ... 0.098 eV
E_HOMO (alpha / beta) ... -6.6367 / -7.0501 eV
Expectation value of S² ... 2.002
Total charge ... 0
Kohn-Sham gap (alpha / beta) ... 5.68 / 5.79 eV

No. 2
Here is C4H3F3 in the gas phase from the OMol25 dataset. Energies are from ωB97M-V with the def2-TZVPD basis set.

Geometry (Å):
C  -1.48846  -0.20359  0.00918
C  -2.57325  -0.93728  0.13865
C  -2.86642  0.44736  -0.19186
C  -0.02403  -0.02318  0.04484
F  -3.04626  -2.14231  0.50037
F  -3.36460  1.32647  0.83505
F  -3.31829  0.86883  -1.33765
H  0.21375  0.15475  0.98180
H  0.22176  0.57732  -0.75934
H  0.51442  -0.99666  -0.19990

Properties
Multiplicity ... 1
Relative energy (zero: lowest compared OMol25 entry of this formula, charge and spin) ... 1.704 eV
E_HOMO ... -10.8548 eV
Total charge ... 0
Structure (SMILES) ... CC1=C(F)C1(F)F
Kohn-Sham gap ... 11.47 eV

No. 3
Here is C20H34BN2O6PTl as an isolated structure from the OMol25 dataset. Energies are from ωB97M-V with the def2-TZVPD basis set.

Geometry (Å):
C  6.59266  3.07945  1.30681
O  6.14512  2.19366  0.18285
C  5.45362  1.02127  0.78832
C  5.68418  -0.25747  -0.24126
C  5.15559  -1.69168  0.35328
C  3.57139  -1.69627  0.81415
C  2.68401  -1.92586  -0.56411
C  1.22364  -2.64790  -0.28239
C  0.16975  -1.65158  0.55043
C  -1.04109  -1.09155  -0.40297
C  -2.45432  -1.63182  -0.41757
B  -2.90636  -2.88381  0.56143
O  -2.66236  -4.33491  0.24194
N  -3.66325  -2.47860  1.84974
C  -5.04021  -3.10419  1.89598
C  -2.84079  -2.77057  3.08519
C  -3.49549  -0.83239  -1.45413
O  -4.41061  -1.47953  -2.18215
C  -3.27005  0.82436  -1.49771
P  -4.84294  1.90960  -1.52182
C  -5.22409  2.55289  -3.30526
O  -4.47676  3.27150  -0.44130
C  -1.85239  1.36724  -1.47999
N  -1.58008  2.85526  -1.47727
C  -0.51814  3.26401  -2.47393
C  -1.08608  3.13705  -0.04257
C  -1.85241  2.57499  1.30353
O  0.04895  3.84093  0.17141
C  -0.66781  0.18900  -1.41213
O  0.46466  0.21884  -2.11883
H  5.65563  3.37493  1.96686
H  7.07804  4.04137  0.82913
H  7.34201  2.49054  1.99629
H  4.30836  1.33446  0.85342
H  5.83402  0.80514  1.87395
H  5.21899  0.02684  -1.29093
H  6.85930  -0.33311  -0.42851
H  5.79918  -2.02972  1.27294
H  5.30819  -2.51251  -0.48289
H  3.23906  -0.66769  1.30020
H  3.29856  -2.53638  1.58253
H  2.59709  -0.86345  -1.07153
H  3.25887  -2.60564  -1.35815
H  0.66540  -2.87474  -1.30831
H  1.45356  -3.62769  0.33398
H  -0.17562  -2.11201  1.57353
H  0.83182  -0.70018  0.83631
H  -3.04301  -4.85459  1.01983
H  -5.11604  -4.04736  2.59578
H  -5.76983  -2.26911  2.33490
H  -5.45992  -3.31908  0.79987
H  -3.40450  -2.46130  4.07472
H  -1.89043  -2.05035  3.02910
H  -2.50475  -3.89510  3.05703
H  -6.37002  2.87976  -3.27497
H  -5.18864  1.59139  -3.99965
H  -4.50742  3.41068  -3.65396
H  -4.31758  4.04023  -1.06381
H  -0.77331  3.01113  -3.59689
H  -0.37136  4.44848  -2.44504
H  0.55324  2.82742  -2.18061
H  -2.81600  1.93230  1.07667
H  -2.22594  3.45772  2.01374
H  -1.10523  1.90338  1.94559
Tl  2.42998  0.36228  -2.00079

Properties
Multiplicity ... 1
E_HOMO ... -16.1668 eV
Total charge ... +3
Kohn-Sham gap ... 1.47 eV

No. 4
Here is an isolated ion of composition C6H13N2O2 and charge +1 from the OMol25 dataset. Energies are from ωB97M-V with the def2-TZVPD basis set.

Geometry (Å):
C  2.52680  -0.48809  -0.61828
C  0.25988  -0.25563  0.75203
C  -1.01803  1.55072  -0.32853
C  -2.03605  -0.57677  -0.67399
C  -2.07959  0.26023  1.50604
C  2.88058  -0.82094  -1.85666
N  3.24257  -0.49354  0.53078
N  -1.36910  0.24052  0.22913
O  0.86687  -0.47221  -0.33402
O  0.44434  -0.23635  1.88772
H  -0.64840  2.25643  0.47947
H  -0.24786  1.37038  -1.14470
H  -1.91110  2.09864  -0.65674
H  -1.84446  -0.40952  -1.72318
H  -1.83916  -1.65480  -0.41598
H  -3.08564  -0.48571  -0.49431
H  -1.30531  0.47362  2.29506
H  -2.97188  1.00094  1.50821
H  -2.55721  -0.72594  1.68501
H  3.63000  -0.28890  -2.32064
H  2.11438  -1.32952  -2.34597
H  4.13712  -0.94314  0.72439
H  2.81123  -0.07045  1.31514

Properties
Multiplicity ... 1
Relative energy (zero: lowest compared OMol25 entry of this formula, charge and spin) ... 3.999 eV
E_HOMO ... -12.9637 eV
Total charge ... +1
Structure (SMILES) ... C=C(N)OC(=O)[N+](C)(C)C
Kohn-Sham gap ... 9.87 eV

No. 5
Here is a 2-piece molecular cluster, C6H12 overall from the OMol25 dataset. Energies are from ωB97M-V with the def2-TZVPD basis set.

Geometry (Å):
C  -1.81620  0.50137  1.27397
C  -1.45292  -0.92900  0.96648
C  -0.23210  -1.44518  1.08017
C  1.43426  -0.02752  -1.13529
C  2.46776  0.44179  -0.44819
C  0.17239  0.73763  -1.39182
H  -1.05542  1.20014  0.91463
H  -1.91214  0.65717  2.35362
H  -2.76847  0.78044  0.81189
H  -2.26577  -1.57728  0.64120
H  -0.70936  0.13151  -1.16396
H  -0.03137  -2.48870  0.85252
H  0.61927  -0.84292  1.38554
H  1.49418  -1.02164  -1.58262
H  2.42698  1.41639  0.03777
H  3.39497  -0.11651  -0.35419
H  0.11855  1.03608  -2.44394
H  0.13767  1.64562  -0.78012

Properties
Multiplicity ... 1
Relative energy (zero: lowest compared OMol25 entry of this formula, charge and spin) ... 1.945 eV
E_HOMO ... -9.3920 eV
Total charge ... 0
Structure (SMILES) ... C=CC.C=CC
Kohn-Sham gap ... 10.61 eV

No. 6
Here is an isolated ion of composition C8H6F3N2 and charge +1 from the OMol25 dataset. Energies are from ωB97M-V with the def2-TZVPD basis set.

Geometry (Å):
C  -1.83122  -0.30792  -0.77881
C  -1.47258  -1.62842  -0.56040
C  -1.04568  0.82237  -0.43467
C  1.07407  1.37289  0.68470
C  -0.23384  -1.94216  -0.08661
C  0.15651  0.45901  0.17707
C  2.57911  -0.21103  1.59998
C  3.77491  -0.92319  0.98891
N  2.20715  0.99938  1.21166
N  0.51370  -0.86634  0.24481
F  4.87608  -0.71217  1.70906
F  3.51809  -2.23461  0.93080
F  4.04634  -0.49944  -0.21510
H  -2.65099  -0.10353  -1.43079
H  -2.18827  -2.40268  -0.66643
H  -1.58477  1.79135  -0.32976
H  0.69387  2.29639  0.90638
H  0.12435  -2.94187  0.18474
H  2.87110  1.70028  1.57346

Properties
Multiplicity ... 1
Relative energy (zero: lowest compared OMol25 entry of this formula, charge and spin) ... 0.753 eV
E_HOMO (alpha / beta) ... -13.4382 / -13.3373 eV
Total charge ... +1
Kohn-Sham gap (alpha / beta) ... 7.15 / 7.26 eV

No. 7
Here is an isolated ion of composition C5H6BrF2N2 and charge +1 from the OMol25 dataset. Energies are from ωB97M-V with the def2-TZVPD basis set.

Geometry (Å):
C  -1.37261  -1.11816  1.16368
C  -1.69718  -0.21314  0.17344
C  0.50619  -0.17144  0.41241
C  -0.49073  1.41189  -1.19759
C  2.19054  -0.23326  0.04501
N  -0.54180  0.43239  -0.17115
N  -0.03430  -1.06378  1.33409
F  2.64952  0.97598  -0.40610
F  2.36994  -1.11370  -0.95675
Br  -3.41841  -0.00320  -0.62200
H  -2.07453  -1.86411  1.70132
H  -0.14703  2.46171  -0.87782
H  0.18496  1.11174  -1.94063
H  -1.53993  1.37984  -1.56307
H  2.83998  -0.53067  0.87368
H  0.57540  -1.46211  2.03149

Properties
Multiplicity ... 1
Relative energy (zero: lowest compared OMol25 entry of this formula, charge and spin) ... 0.000 eV
E_HOMO ... -13.8906 eV
Total charge ... +1
Structure (SMILES) ... Cn1c(Br)c[nH+]c1C(F)F
Kohn-Sham gap ... 9.82 eV

No. 8
Here is C5H8N2S in the gas phase from the OMol25 dataset. Energies are from ωB97M-V with the def2-TZVPD basis set.

Geometry (Å):
C  -1.15855  -1.46275  -0.81747
C  -0.89289  -2.26867  -1.82271
C  0.71164  -0.41968  -1.77993
C  -0.19399  -0.38736  -0.73371
C  1.05728  1.47732  0.41291
N  -0.74253  0.30874  1.51904
N  -0.10951  0.65144  0.33452
S  0.42227  -1.76294  -2.83877
H  -2.08654  -1.37340  -0.35927
H  -1.51953  -3.03809  -1.99777
H  1.46478  0.33813  -2.09054
H  1.14585  1.71496  1.43092
H  1.84144  0.90649  0.01794
H  1.13316  2.60412  -0.11403
H  -0.32587  -0.61778  1.84418
H  -1.79501  0.09699  1.37091

Properties
Multiplicity ... 1
Relative energy (zero: lowest compared OMol25 entry of this formula, charge and spin) ... 3.025 eV
E_HOMO ... -7.8047 eV
Total charge ... 0
Structure (SMILES) ... CN(N)c1ccsc1
Kohn-Sham gap ... 8.66 eV

No. 9
Here is a 2-piece molecular cluster, C4H9Cl2N2 overall from the OMol25 dataset. Energies are from ωB97M-V with the def2-TZVPD basis set.

Geometry (Å):
C  0.38245  0.07244  0.06228
C  -0.94447  -2.87045  -1.04860
C  0.43930  2.07089  1.53696
C  -0.26424  -2.89416  0.25655
N  0.07388  0.71159  1.15157
N  1.11404  0.55564  -0.90890
Cl  -1.15286  -2.65509  1.66693
Cl  1.30371  -3.46347  0.40440
H  -0.22924  -2.73857  -1.85495
H  -1.70049  -2.09145  -1.07974
H  -1.45717  -3.82315  -1.21983
H  1.33492  2.06653  2.15713
H  0.62251  2.67711  0.65220
H  -0.37775  2.51433  2.09943
H  -0.45399  0.19976  1.84733
H  1.28386  0.00690  -1.73550
H  1.52881  1.48447  -0.90219

Properties
Multiplicity ... 1
Relative energy (zero: lowest compared OMol25 entry of this formula, charge and spin) ... 2.442 eV
E_HOMO (alpha / beta) ... -12.4982 / -12.0349 eV
Total charge ... +1
Kohn-Sham gap (alpha / beta) ... 6.68 / 5.94 eV

No. 10
Here is a 3-piece molecular cluster, C2H8O4 overall from the OMol25 dataset. Energies are from ωB97M-V with the def2-TZVPD basis set.

Geometry (Å):
O  -0.71174  0.20922  -1.41991
C  0.41935  0.59759  -1.34129
O  0.97865  0.97319  -0.16979
C  1.36541  0.83294  -2.47583
H  0.64574  0.57890  0.64901
H  2.38762  1.07273  -2.21848
H  0.93342  1.56237  -3.16147
H  1.40441  -0.07044  -3.09337
H  -0.71734  0.58048  3.55402
H  -0.45346  -0.77000  2.83859
O  -0.23419  0.17445  2.82927
H  -2.11656  -2.68036  1.18992
H  -1.77591  -1.19022  1.11067
O  -2.12540  -1.87086  1.70867

Properties
Multiplicity ... 1
Relative energy (zero: lowest compared OMol25 entry of this formula, charge and spin) ... 0.469 eV
E_HOMO ... -10.5860 eV
Total charge ... 0
Structure (SMILES) ... CC(=O)O.O.O
Kohn-Sham gap ... 11.18 eV

Number 1: F_max 3.9 eV/A. Number 2: F_max 5.7 eV/A. Number 3: F_max 12.2 eV/A. Number 4: F_max 4.2 eV/A. Number 5: F_max 0.3 eV/A. Number 6: F_max 3.6 eV/A. Number 7: F_max 3.2 eV/A. Number 8: F_max 4.2 eV/A. Number 9: F_max 2.6 eV/A. Number 10: F_max 1.3 eV/A.